No. 1
The following is a DFT calculation (ωB97M-V/def2-TZVPD) of 2 unconnected molecules or ions with the total composition CH2ClNO2S2 in a non-equilibrium geometry.

Results
E_HOMO (spin up / spin down)   -9.04 / -9.03 eV
2S+1   1

Last column: Löwdin charge in e.
CARTESIAN COORDINATES (ANGSTROEM)
C  -2.073  -0.219  0.240  -1.41
N  -1.044  0.112  0.883  -0.05
O  2.048  0.023  0.069  -0.35
O  1.576  -1.815  1.523  -0.34
S  -3.571  0.410  0.528  0.62
S  1.082  -0.946  0.482  0.77
Cl  -1.856  -1.611  -0.840  0.59
H  -0.889  1.037  1.198  0.08
H  0.541  -1.764  -0.736  0.09

***

No. 2
The following is a DFT calculation (ωB97M-V/def2-TZVPD) of a gas-phase ion, C7H11N2O4 (charge -1) in a non-equilibrium geometry.

Results
Net charge   -1
E_HOMO   -4.64 eV
Structure (SMILES)   NCON1O[C@@]12CCC[C@H]2C(=O)[O-]
2S+1   1

Last column: Löwdin charge in e.
CARTESIAN COORDINATES (ANGSTROEM)
C  0.688  0.034  -2.210  -0.72
C  0.901  -1.682  0.295  -0.19
C  2.100  -1.297  -0.532  -0.17
C  0.459  -0.436  1.094  -0.09
C  1.791  0.101  -1.078  -0.05
C  1.022  0.746  0.336  -0.40
C  -1.905  2.519  -0.067  -0.33
N  0.308  1.930  0.103  0.02
N  -2.536  1.555  -0.899  0.03
O  1.054  0.231  -3.354  -0.02
O  -0.433  -0.264  -1.778  -0.06
O  1.429  1.897  0.914  0.06
O  -0.954  1.998  0.849  -0.10
H  0.130  -1.671  -0.443  0.08
H  1.075  -2.557  0.940  0.11
H  3.038  -1.398  -0.187  0.07
H  1.990  -2.039  -1.284  0.10
H  -0.566  -0.123  1.241  0.10
H  0.939  -0.583  2.102  0.12
H  2.614  0.762  -1.225  0.11
H  -1.465  3.189  -0.792  0.11
H  -2.603  2.967  0.519  0.07
H  -2.968  0.855  -0.313  0.06
H  -1.803  1.081  -1.503  0.07

***

No. 3
The following is a DFT calculation (ωB97M-V/def2-TZVPD) of 3 unconnected molecules or ions with the total composition C4H13NO2S in a non-equilibrium geometry.

Results
Net charge   -1
⟨S²⟩   0.76
E_HOMO (spin up / spin down)   -3.51 / -3.51 eV
2S+1   2

Last column: Löwdin charge in e.
CARTESIAN COORDINATES (ANGSTROEM)
C  1.618  -0.915  0.604  -0.26
N  0.582  -1.603  -0.130  -0.09
C  0.182  -1.505  -1.502  -0.40
O  -1.195  -1.751  -1.635  -0.13
C  1.421  0.540  1.146  -0.26
C  1.000  1.613  0.155  -0.57
S  -0.592  2.468  0.416  0.65
H  2.488  -0.946  -0.069  0.10
H  1.718  -1.514  1.530  0.10
H  -1.594  1.149  -1.144  0.10
H  0.441  -0.583  -2.099  0.09
H  0.665  -2.303  -2.080  0.08
H  -1.603  -1.617  -0.750  0.01
H  0.682  0.473  1.943  0.08
H  2.336  0.848  1.676  0.09
H  1.700  2.441  0.144  0.03
H  1.079  1.234  -0.865  0.05
H  -1.051  2.454  -0.859  -0.23
H  -0.404  -1.472  0.405  0.02
H  -2.201  -1.808  1.454  -0.09
O  -1.693  -1.224  0.908  -0.39

***

No. 4
The following is a DFT calculation (ωB97M-V/def2-TZVPD) of a molecular structure, C17H26N2Pt in a non-equilibrium geometry.

Results
Net charge   +2
⟨S²⟩   6.04
E_HOMO (spin up / spin down)   -12.75 / -16.21 eV
2S+1   5

Last column: Löwdin charge in e.
CARTESIAN COORDINATES (ANGSTROEM)
C  1.210  5.111  0.366  -0.16
C  1.082  5.410  -1.120  -0.17
H  0.286  5.347  0.895  0.07
H  2.002  5.712  0.817  0.07
H  1.444  4.065  0.549  0.02
H  0.408  4.710  -1.615  0.05
H  0.692  6.413  -1.289  0.07
H  2.048  5.355  -1.622  0.07
C  -1.350  -1.563  1.935  -0.03
C  -2.213  -2.493  2.562  0.01
C  -2.983  -3.352  1.831  -0.02
C  -2.891  -3.304  0.445  0.06
H  -0.741  -0.902  2.496  0.08
H  -2.244  -2.494  3.674  0.15
H  -3.677  -4.077  2.301  0.15
H  -3.478  -3.955  -0.215  0.13
N  -1.255  -1.523  0.569  -0.07
C  -2.010  -2.379  -0.167  -0.20
C  -1.832  -2.245  -1.607  -0.20
N  -0.935  -1.299  -1.972  -0.04
C  -0.708  -1.100  -3.311  0.00
C  -2.308  -2.837  -3.903  -0.02
C  -1.407  -1.884  -4.279  0.01
H  -0.004  -0.355  -3.589  0.09
H  -1.186  -1.686  -5.355  0.15
C  -2.541  -3.038  -2.549  0.07
H  -3.244  -3.778  -2.157  0.13
H  -2.864  -3.460  -4.635  0.15
Pt  0.015  -0.075  -0.321  1.37
C  1.076  0.874  -1.790  -0.16
H  0.390  1.397  -2.439  0.04
H  1.672  0.196  -2.390  0.05
H  1.741  1.609  -1.355  0.03
C  1.865  -1.290  2.065  -0.10
C  1.503  0.110  2.355  -0.53
C  2.603  0.783  3.096  -0.07
C  1.142  0.924  1.090  -0.16
H  2.727  -1.221  1.366  0.11
H  1.097  -1.845  1.545  0.04
H  2.199  -1.850  2.933  0.11
H  0.660  0.124  3.108  0.15
H  3.521  0.848  2.438  0.12
H  2.410  1.819  3.460  0.11
H  2.923  0.243  3.976  0.10
H  1.209  1.976  1.446  0.09
H  1.943  0.978  0.363  0.06

***

No. 5
The following is a DFT calculation (ωB97M-V/def2-TZVPD) of C6H10O2P2 in the gas phase in a non-equilibrium geometry.

Results
E_HOMO (spin up / spin down)   -9.02 / -8.79 eV
2S+1   1

Last column: Löwdin charge in e.
CARTESIAN COORDINATES (ANGSTROEM)
C  2.059  -0.513  -0.712  -0.58
C  -0.208  -0.170  0.173  -0.75
C  2.187  0.928  -0.250  -0.69
C  -0.831  -0.642  1.430  -0.10
C  -2.386  0.906  -0.447  -0.10
C  -1.211  0.098  -0.940  -0.24
O  0.763  -1.069  -0.283  -0.20
O  3.190  1.618  -0.488  -0.04
P  0.731  1.433  0.749  1.16
P  3.493  -1.419  0.149  0.90
H  2.083  -0.615  -1.874  0.15
H  -1.380  0.229  1.830  0.09
H  -1.435  -1.444  1.283  0.07
H  -0.090  -0.953  2.058  0.05
H  -2.900  1.236  -1.276  0.05
H  -2.901  0.197  0.199  0.08
H  -2.036  1.738  0.176  0.06
H  -1.528  -0.853  -1.374  0.12
H  -0.640  0.529  -1.862  0.14
H  3.038  -1.234  1.458  -0.16

***

No. 6
The following is a DFT calculation (ωB97M-V/def2-TZVPD) of a molecular structure, C46H34CaIN9PS4 in a non-equilibrium geometry.

Results
Net charge   +1
E_HOMO   -9.71 eV
2S+1   1

Last column: Löwdin charge in e.
CARTESIAN COORDINATES (ANGSTROEM)
Ca  -0.206  0.868  0.758  1.11
C  1.159  5.492  -1.957  -0.39
S  0.895  5.436  -0.162  0.87
C  1.170  3.744  0.251  -1.13
S  1.535  2.560  -0.883  0.68
N  1.084  3.567  1.546  -0.13
N  0.798  2.383  2.026  -0.20
C  0.947  2.116  3.280  -0.08
C  0.349  0.919  3.807  -0.31
C  0.469  0.580  5.163  -0.02
C  -0.175  -0.544  5.636  -0.05
C  -0.934  -1.304  4.754  -0.05
C  -0.997  -0.904  3.428  -0.17
N  -0.369  0.161  2.959  -0.03
H  1.853  6.301  -2.156  0.03
H  0.211  5.687  -2.448  0.02
H  1.569  4.531  -2.265  -0.03
H  1.443  2.816  3.953  0.14
H  1.063  1.199  5.818  0.12
H  -0.085  -0.833  6.671  0.12
H  -1.463  -2.182  5.086  0.11
H  -1.583  -1.456  2.708  0.08
I  2.773  -1.919  3.138  0.95
C  3.715  -3.642  2.315  -0.59
C  4.562  -4.273  3.189  -0.17
C  5.269  -5.419  2.814  -0.07
C  5.102  -5.917  1.558  -0.03
C  4.211  -5.309  0.649  -0.15
C  4.037  -5.916  -0.610  -0.02
C  3.145  -5.407  -1.506  -0.05
C  2.440  -4.253  -1.173  -0.10
C  2.592  -3.591  0.027  -0.26
P  1.561  -2.027  0.064  0.99
C  0.000  -2.852  -0.481  -0.40
C  -0.543  -3.089  -1.741  -0.12
C  -1.733  -3.787  -1.867  -0.07
C  -2.409  -4.234  -0.746  -0.08
C  -1.887  -3.993  0.514  -0.09
C  -0.689  -3.319  0.640  -0.15
C  2.493  -1.191  -1.292  -0.38
C  2.479  -1.397  -2.669  -0.11
C  3.286  -0.642  -3.503  -0.07
C  4.123  0.330  -2.983  -0.07
C  4.164  0.533  -1.614  -0.10
C  3.355  -0.217  -0.781  -0.17
C  3.480  -4.122  1.004  -0.19
H  4.688  -3.891  4.190  0.08
H  5.932  -5.895  3.519  0.11
H  5.635  -6.800  1.237  0.12
H  4.613  -6.798  -0.845  0.12
H  2.977  -5.874  -2.463  0.11
H  1.738  -3.877  -1.897  0.07
H  -0.065  -2.739  -2.645  0.08
H  -2.124  -3.991  -2.853  0.11
H  -3.338  -4.771  -0.855  0.11
H  -2.414  -4.330  1.394  0.11
H  -0.263  -3.147  1.623  0.08
H  1.835  -2.132  -3.127  0.08
H  3.262  -0.821  -4.569  0.11
H  4.735  0.927  -3.642  0.11
H  4.810  1.289  -1.195  0.11
H  3.384  -0.041  0.289  0.08
S  -3.810  5.199  -4.792  1.04
N  -3.728  5.423  -3.197  -0.22
C  -3.091  4.397  -2.650  -0.30
C  -2.768  4.226  -1.265  -0.08
C  -3.054  5.181  -0.286  0.02
C  -2.620  4.955  1.001  -0.03
C  -1.952  3.765  1.287  -0.15
N  -1.705  2.840  0.383  0.05
C  -2.071  3.058  -0.884  -0.16
C  -1.678  2.073  -1.873  -0.19
N  -0.979  1.018  -1.446  -0.11
C  -0.554  0.135  -2.322  -0.15
C  -0.806  0.223  -3.689  0.00
C  -1.520  1.303  -4.160  0.04
C  -1.967  2.259  -3.242  -0.07
C  -2.688  3.435  -3.623  -0.30
N  -3.047  3.781  -4.851  -0.22
H  -3.582  6.077  -0.573  0.13
H  -2.773  5.688  1.776  0.12
H  -1.592  3.555  2.285  0.12
H  0.020  -0.679  -1.907  0.06
H  -0.440  -0.538  -4.360  0.11
H  -1.740  1.440  -5.208  0.12
S  -2.891  -0.596  0.174  0.75
C  -3.772  0.642  0.812  -0.83
N  -4.860  1.125  0.090  0.08
C  -5.600  2.157  0.530  -0.05
C  -5.310  2.720  1.738  -0.03
C  -4.241  2.146  2.471  -0.12
N  -3.505  1.179  2.018  0.07
H  -5.059  0.663  -0.790  0.15
H  -6.407  2.496  -0.103  0.14
H  -5.873  3.551  2.118  0.11
H  -4.000  2.508  3.462  0.13